Entry 1:
72
Properties=species:S:1:pos:R:3:forces:R:3 method="wB97M-V/def2-TZVPD" homo_lumo_gap_ev=5.36 mol_weight_g_mol=876.66 de_lowest_kcal_mol=0.0 homo_ev=-6.942 fmax_ev_per_a=0.252
Pd -0.13083 0.71873 0.81537 -0.1 0.2 0.1
C 3.39545 1.86898 -2.00292 0.0 0.0 0.0
C 3.50745 0.81633 -0.93349 0.0 0.0 0.0
C 4.72207 0.20911 -0.66104 0.0 0.0 0.0
C 4.74080 -0.80244 0.29430 0.0 0.0 0.0
C 3.58302 -1.16231 0.94112 0.0 0.0 0.0
C 2.38163 -0.48189 0.63375 0.0 0.0 -0.1
N 2.37340 0.48589 -0.31084 0.0 -0.1 0.0
N 1.19251 -0.74967 1.24006 0.1 0.0 0.1
Si 0.95321 -1.85514 2.55444 -0.1 0.0 0.0
C -0.89786 -1.93058 2.87152 0.0 0.0 0.0
C 1.54751 -3.59213 2.08767 0.0 0.0 0.0
C 1.81713 -1.32637 4.13237 0.0 0.0 0.0
H 3.20884 1.40147 -2.97342 0.0 0.0 0.0
H 4.31180 2.45360 -2.08418 0.0 0.0 0.0
H 2.56782 2.54063 -1.78163 0.0 0.0 0.0
H 5.62110 0.51655 -1.17782 0.0 0.0 0.0
H 5.66895 -1.30599 0.53757 0.0 0.0 0.0
H 3.60122 -1.93873 1.69394 0.0 0.0 0.0
H -1.38542 -2.65391 2.21114 0.0 0.0 0.0
H -1.36997 -0.95579 2.72330 0.0 0.0 0.0
H -1.09410 -2.24490 3.90010 0.0 0.0 0.0
H 1.95332 -3.62092 1.07372 0.0 0.0 0.0
H 0.72500 -4.31069 2.13613 0.0 0.0 0.0
H 2.33144 -3.95032 2.75935 0.0 0.0 0.0
H 1.41179 -0.38670 4.51422 0.0 0.0 0.0
H 2.88774 -1.17930 3.97561 0.0 0.0 0.0
H 1.68760 -2.08724 4.90760 0.0 0.0 0.0
Te 0.92197 2.12538 2.77106 0.0 -0.1 0.0
C 0.99690 3.98122 1.79413 0.0 0.0 0.0
C 0.11279 5.02415 1.84847 0.0 0.0 0.1
C 0.49086 6.13157 1.03806 0.0 0.0 0.0
C 1.65831 5.91052 0.36973 0.0 0.1 0.0
S 2.30062 4.36814 0.74283 0.0 0.0 0.0
H -0.77417 4.99835 2.46942 0.0 0.0 0.0
H -0.07589 7.04957 0.96073 0.0 0.0 0.0
H 2.17187 6.58439 -0.29821 0.0 0.0 0.0
C -2.96318 -1.43734 -0.34611 0.0 0.0 0.0
As -1.20265 -0.75241 -0.79540 0.1 0.1 0.0
C -1.57870 0.02064 -2.53931 0.0 0.0 0.0
C -0.16357 -2.34623 -1.26912 0.0 0.0 0.0
C -0.96128 -3.40477 -1.96060 0.0 0.0 0.0
C -1.10834 -3.41005 -3.34627 0.0 0.0 0.0
C -1.88733 -4.37121 -3.97523 0.0 0.0 0.0
C -2.53142 -5.34588 -3.22688 0.0 0.0 0.0
C -2.38400 -5.35726 -1.84636 0.0 0.0 0.0
C -1.60578 -4.39496 -1.22103 0.0 0.0 0.0
H -3.34088 -2.08536 -1.13590 0.0 0.0 0.0
H -3.62339 -0.58061 -0.21285 0.0 0.0 0.0
H -2.91572 -1.98436 0.59314 0.0 0.0 0.0
H -2.02381 -0.71934 -3.20360 0.0 0.0 0.0
H -0.65144 0.39684 -2.97033 0.0 0.0 0.0
H -2.27294 0.85167 -2.41273 0.0 0.0 0.0
H 0.27051 -2.69964 -0.33530 0.0 0.0 0.0
H 0.65910 -1.97667 -1.88364 0.0 0.0 0.0
H -0.59422 -2.66148 -3.93866 0.0 0.0 0.0
H -1.98468 -4.36221 -5.05342 0.0 0.0 0.0
H -3.13669 -6.09768 -3.71637 0.0 0.0 0.0
H -2.87307 -6.12065 -1.25470 0.0 0.0 0.0
H -1.48895 -4.41123 -0.14260 0.0 0.0 0.0
Se -4.72286 2.47299 1.99175 0.1 0.0 0.0
N -4.51011 3.88645 0.94290 0.0 -0.1 0.1
C -3.31958 3.75691 0.39414 0.1 -0.1 0.1
C -2.74199 4.66258 -0.54272 0.0 0.1 0.0
C -1.50886 4.37262 -1.00947 0.1 0.1 -0.1
C -0.81893 3.20427 -0.56224 0.0 0.0 0.0
N -1.31212 2.33850 0.27665 0.2 -0.1 -0.1
C -2.56700 2.58237 0.77629 -0.2 0.0 0.0
N -3.14824 1.75519 1.61518 -0.1 0.1 0.0
H -3.29528 5.54348 -0.83894 0.0 0.0 0.0
H -0.99551 5.01896 -1.70694 0.0 0.0 0.0
H 0.18704 3.00628 -0.91750 0.0 0.0 0.0


Entry 2:
92
Properties=species:S:1:pos:R:3:forces:R:3 method="wB97M-V/def2-TZVPD" homo_lumo_gap_ev=10.80 mol_weight_g_mol=2090.66 homo_ev=-10.605 fmax_ev_per_a=1.015
F 5.52451 -2.85530 3.21338 -0.3 -0.2 -0.3
C 4.57205 -3.61215 2.61215 0.4 0.8 0.4
F 4.64958 -3.31114 1.29389 -0.2 -0.4 0.4
Br 5.02355 -5.46028 2.92463 -0.1 0.1 -0.1
C 3.16661 -3.17916 3.15644 0.2 -0.2 -0.6
F 3.03677 -1.87702 2.71663 0.0 -0.4 0.4
Br 3.24783 -3.17766 5.09376 0.0 0.0 -0.1
C 2.04263 -4.03856 2.58783 -0.7 0.1 0.0
C 0.66650 -3.97753 3.28941 -0.2 -0.1 -0.2
Si -0.35063 -2.47005 2.74344 0.4 -0.4 0.1
H 1.88646 -3.66912 1.56699 0.3 -0.1 0.1
H 2.35067 -5.08269 2.49277 0.2 0.2 0.2
H 0.10484 -4.85537 2.94217 0.1 0.1 0.1
H 0.72000 -4.07299 4.37746 0.2 0.0 -0.1
H -1.20404 -2.83099 1.59167 0.0 -0.1 0.0
H -1.17980 -1.90643 3.80515 0.0 0.1 0.1
H 0.60338 -1.43675 2.31478 0.1 0.0 -0.1
C -2.32600 1.43718 1.19499 0.0 -0.1 -0.1
Cl -1.52871 2.25194 -0.15377 0.0 0.1 0.0
Cl -3.92310 0.85105 0.72937 0.0 0.1 0.0
Cl -1.32072 0.10573 1.77133 -0.2 0.8 -0.2
H -2.45001 2.15135 1.99910 0.0 0.0 0.0
C -3.12341 5.27172 -3.26214 0.2 -0.1 0.1
Cl -1.42206 4.96650 -3.62717 -0.2 0.0 0.3
Cl -3.36093 6.99083 -2.92862 -0.1 0.1 0.0
Cl -4.19706 4.72638 -4.55044 0.0 0.0 0.0
H -3.37446 4.71769 -2.36600 0.0 0.0 0.0
C -3.72594 -3.51006 5.99738 0.0 0.0 -0.2
Cl -2.09315 -3.78553 5.38667 -0.1 -0.3 0.4
Cl -3.89349 -1.86539 6.61205 0.0 0.0 0.0
Cl -4.89944 -3.82875 4.72025 0.0 0.0 0.1
H -3.90983 -4.19674 6.81375 0.0 0.0 0.0
C 1.64804 -5.41103 -1.60235 -0.1 -0.1 0.0
Cl 2.88621 -4.57184 -0.67453 0.1 0.0 -0.2
Cl 0.77447 -6.55264 -0.57349 0.0 0.0 0.0
Cl 0.52278 -4.28446 -2.35914 0.1 0.0 0.1
H 2.14241 -5.97250 -2.38495 0.0 0.0 0.0
C -7.40885 -5.75303 2.03724 0.0 0.0 0.1
Cl -5.85210 -5.92563 1.21666 0.0 -0.1 0.1
Cl -7.59053 -6.98806 3.28081 0.0 0.0 0.0
Cl -7.57824 -4.13925 2.72522 0.0 0.0 -0.1
H -8.19350 -5.89276 1.30463 0.0 0.0 0.0
C -6.61511 7.59868 -4.50532 0.0 0.0 0.0
Cl -6.13216 9.29048 -4.64114 0.0 0.0 0.0
Cl -7.23783 7.25293 -2.89232 0.0 0.0 0.0
Cl -7.80192 7.18233 -5.74222 0.0 0.0 0.0
H -5.73707 6.98623 -4.66257 0.0 0.0 0.0
C -0.99663 7.83613 -0.21236 0.1 0.0 0.0
Cl -1.21965 9.20851 0.87648 0.0 0.0 0.0
Cl 0.70511 7.60417 -0.60217 0.0 0.0 0.0
Cl -1.68063 6.36883 0.48365 0.0 -0.1 0.0
H -1.52253 8.04652 -1.13486 0.0 0.0 0.0
C 7.34143 -8.48047 1.06303 0.0 0.0 0.0
Cl 6.55115 -8.82004 2.60414 -0.1 0.1 0.0
Cl 7.67015 -9.97542 0.18600 0.0 0.0 0.0
Cl 6.36751 -7.38049 0.09040 0.0 0.0 -0.1
H 8.28788 -7.99698 1.27128 0.0 0.0 0.0
C -0.97629 12.57796 3.35530 0.0 0.0 0.0
Cl -0.85213 14.16902 2.60484 0.0 0.0 0.0
Cl 0.31891 12.33447 4.52683 0.0 0.0 0.0
Cl -2.55590 12.36048 4.11012 0.0 0.0 0.0
H -0.86886 11.83209 2.57792 0.0 0.0 0.0
C 9.25869 -11.36095 4.99069 0.0 0.0 0.0
Cl 9.45880 -13.10616 4.84296 0.0 0.0 0.0
Cl 9.33891 -10.58403 3.41011 0.2 -0.1 0.0
Cl 7.74074 -10.97010 5.80184 0.0 0.0 0.0
H 10.07084 -10.97914 5.59600 0.0 0.0 0.0
C -2.00082 3.78534 -8.21931 0.1 0.0 0.0
Cl -0.67408 3.59479 -9.36796 0.0 0.0 0.0
Cl -2.95140 2.30245 -8.10658 0.0 0.0 0.0
Cl -1.40381 4.26013 -6.63048 0.0 -0.1 -0.3
H -2.64930 4.57163 -8.58452 0.0 0.0 0.0
C 0.07782 -0.36778 -3.38504 0.0 0.0 0.1
Cl 1.71423 -0.26145 -2.73339 -0.1 -0.2 0.0
Cl -0.99367 -1.13418 -2.21110 -0.1 0.0 0.0
Cl -0.52375 1.22676 -3.84488 0.0 0.0 0.0
H 0.09826 -0.98700 -4.27296 0.0 0.0 0.0
C -5.16041 -3.69685 -1.49668 0.0 0.0 0.0
Cl -3.51735 -3.95219 -2.08688 0.0 0.0 0.0
Cl -5.40046 -2.01986 -1.00997 0.0 0.0 0.0
Cl -6.34649 -4.17843 -2.71141 0.0 0.0 0.0
H -5.30410 -4.32096 -0.62291 0.0 0.1 -0.1
C 4.55819 7.45840 -1.95840 0.0 0.1 0.0
Cl 6.19488 7.05558 -2.47546 0.0 0.0 0.0
Cl 4.43027 9.16402 -1.53605 0.0 0.0 0.0
Cl 3.38367 7.03564 -3.20834 0.1 0.3 0.1
H 4.33143 6.87475 -1.07470 0.0 0.0 0.0
C 2.60789 3.97950 -3.66400 -0.1 -0.2 -0.1
Cl 1.53989 3.86606 -2.26460 0.1 0.0 0.1
Cl 3.14096 2.38658 -4.18813 0.1 0.1 -0.1
Cl 1.79369 4.82199 -4.98877 0.0 0.0 0.0
H 3.47778 4.56051 -3.38546 -0.1 -0.1 0.0


Entry 3:
18
Properties=species:S:1:pos:R:3:forces:R:3 method="wB97M-V/def2-TZVPD" homo_lumo_gap_ev=8.83 mol_weight_g_mol=113.89 de_lowest_kcal_mol=2.1 charge=+2 homo_ev=-19.686 fmax_ev_per_a=5.773
Al 25.74151 12.99800 8.75668 -1.4 0.9 -1.6
B 24.74023 13.99209 10.70036 1.4 0.2 -3.4
H 25.72054 13.57220 10.86447 5.3 -2.0 1.2
H 24.22917 14.17745 11.63240 -1.7 0.0 3.4
H 24.81875 14.89301 10.11178 0.4 3.7 -2.4
H 24.18138 13.26735 10.12881 -3.3 -3.7 -2.8
O 24.58872 11.41628 7.79433 0.3 0.4 1.3
H 23.91961 11.43896 7.11021 -0.6 0.5 -0.3
H 24.55135 10.52333 8.13707 -0.1 -0.7 0.6
O 27.15161 14.36911 7.74483 0.4 0.3 2.7
H 27.75354 14.21690 7.01631 0.2 -0.2 -0.5
H 27.56056 15.07079 8.25143 0.4 0.7 0.6
O 25.40376 13.55766 6.66917 -3.2 0.6 0.3
H 24.68267 14.18154 6.58520 -0.5 0.7 -0.3
H 25.72198 13.43684 5.77453 0.3 -0.3 -0.3
O 26.83738 11.90646 7.19638 1.9 -0.1 1.5
H 26.62615 11.37266 6.43043 -0.6 -0.7 0.0
H 27.76300 12.12525 7.08855 0.7 -0.3 0.2


Entry 4:
17
Properties=species:S:1:pos:R:3:forces:R:3 method="wB97M-V/def2-TZVPD" homo_lumo_gap_ev=8.24 mol_weight_g_mol=102.14 de_lowest_kcal_mol=94.9 homo_ev=-7.534 fmax_ev_per_a=1.440
C 0.69465 -0.93068 -0.05267 0.0 -1.1 -0.9
C -0.15521 1.92680 0.37198 -0.3 -0.2 -0.5
C 1.28968 -1.87570 0.94943 0.0 0.0 0.1
N -0.51737 0.50920 0.37197 -0.5 0.3 0.2
C -1.07623 -0.19229 -0.91428 0.9 0.6 -0.4
O -0.74190 0.60791 -2.05199 -0.3 0.1 0.3
N -0.33231 -1.36399 -0.81014 0.2 -0.2 1.0
H -1.51832 1.10676 -2.33009 0.1 0.0 0.0
H -1.15410 0.28085 1.13216 0.2 0.0 0.1
H 1.45177 -0.21382 -0.41688 -0.3 0.3 0.1
H -2.16472 -0.33483 -0.85838 0.1 0.1 -0.1
H 0.20477 2.22709 1.35258 0.0 -0.1 0.1
H 0.63912 2.07125 -0.36033 0.0 0.0 0.1
H -0.99586 2.56660 0.08535 0.0 0.0 0.0
H 0.52316 -2.53144 1.36118 0.0 0.1 0.0
H 2.01881 -2.49922 0.42824 0.0 0.0 -0.1
H 1.83404 -1.35450 1.74188 -0.1 0.0 -0.1


Entry 5:
13
Properties=species:S:1:pos:R:3:forces:R:3 method="wB97M-V/def2-TZVPD" homo_lumo_gap_ev=9.29 mol_weight_g_mol=119.08 de_lowest_kcal_mol=87.0 homo_ev=-8.861 fmax_ev_per_a=5.070
C -1.93348 1.29164 -2.87805 -0.4 3.1 -1.1
C 0.61254 2.36600 0.49486 2.3 0.8 -1.0
C -0.74319 2.87250 0.88769 -0.1 -0.4 0.8
N -0.61458 -0.98685 -0.00922 3.3 0.2 -3.8
O -2.10599 2.34701 -3.34513 0.1 -1.0 0.3
O -1.75803 0.27371 -2.39639 0.3 -2.0 0.8
O -0.36812 3.29498 -0.24694 0.3 0.1 -0.5
O 0.83539 1.18463 -0.12054 0.4 1.6 0.2
H 1.61554 2.90359 0.59378 -1.9 -0.5 0.4
H -0.11550 -1.44071 -0.87539 -1.3 1.1 2.3
H -1.45573 -0.63569 -0.33567 -2.1 0.4 -0.7
H -0.74487 -1.65530 0.65660 -0.5 -2.2 2.2
H 0.08980 0.60145 0.02355 -0.5 -1.4 0.3